No. 1
This record from OMol25 describes C44H53BBeF4N7O3 as an isolated structure at a distorted geometry. The level of theory is wB97M-V/def2-TZVPD.

Each line ends with the Mulliken charge.
CARTESIAN COORDINATES (ANGSTROEM)
F1 1.20 0.98 -0.68  -0.34
F2 0.16 0.05 -2.37  -0.35
F3 -0.83 0.10 -0.32  -0.40
F4 1.06 -1.19 -0.68  -0.38
O1 -8.33 2.22 -2.09  -0.53
O2 -5.56 5.62 5.33  -0.52
O3 0.50 -2.54 5.46  -0.48
N1 6.57 4.36 -0.85  -0.49
N2 -1.13 8.73 -2.79  -0.50
N3 -2.47 -8.06 1.07  -0.54
N4 1.88 4.31 4.89  -0.50
N5 -3.60 -3.47 -9.09  -0.53
N6 6.99 -1.81 -2.80  -0.52
N7 5.74 -5.58 3.60  -0.47
C1 6.59 5.64 -2.89  -0.30
C2 0.98 6.52 4.84  -0.27
C3 0.60 6.38 6.14  -0.19
C4 -6.00 4.76 4.60  0.79
C5 -7.67 1.17 -2.08  0.71
C6 -2.79 -3.52 -7.98  -0.19
C7 -3.02 -6.96 0.44  -0.11
C8 9.13 -1.95 -3.95  -0.32
C9 -5.07 -8.17 0.02  -0.13
C10 5.01 -7.77 4.37  -0.34
C11 -6.62 0.96 -3.17  -0.95
C12 7.57 5.13 -0.42  -0.06
C13 -4.53 -9.29 0.65  -0.33
C14 -1.38 10.05 -3.14  -0.22
C15 -0.42 -2.97 6.07  0.70
C16 8.48 -2.01 -5.17  -0.22
C17 -5.14 4.12 3.52  -1.02
C18 6.89 -5.83 4.20  -0.15
C19 -3.26 -9.14 1.25  -0.26
C20 8.33 -1.89 -2.80  -0.12
C21 -3.39 8.08 -3.43  -0.34
C22 -2.68 10.43 -3.57  -0.26
C23 -2.49 -5.88 -8.21  -0.26
C24 8.11 6.15 -1.15  -0.29
C25 -7.41 4.23 4.78  -0.97
C26 6.03 4.68 -2.04  -0.23
C27 1.69 4.35 6.24  -0.11
C28 -4.35 -7.00 -0.08  -0.39
C29 -1.83 -2.90 5.62  -0.93
C30 1.06 5.35 6.91  -0.38
C31 -3.24 -5.80 -9.40  -0.29
C32 6.40 -1.86 -4.04  -0.15
C33 -2.09 7.84 -3.01  -0.11
C34 4.83 -6.62 3.56  -0.23
C35 -2.28 -4.72 -7.48  -0.31
C36 1.62 5.47 4.21  -0.17
C37 7.07 -2.00 -5.21  -0.30
C38 7.10 -6.89 5.08  -0.26
C39 -3.86 -4.60 -9.77  -0.15
C40 -3.74 9.45 -3.73  -0.22
C41 7.69 6.41 -2.40  -0.21
C42 -0.19 -3.58 7.49  -1.03
C43 -8.36 -0.02 -1.43  -0.99
C44 6.17 -7.90 5.14  -0.26
B1 0.39 -0.05 -1.03  0.62
Be1 4.41 -0.21 2.19  0.79
H1 -3.33 -6.63 -10.08  0.33
H2 4.24 -8.52 4.36  0.35
H3 -8.21 -1.02 -1.82  0.33
H4 -5.15 -10.18 0.71  0.36
H5 -4.44 -4.57 -10.68  0.35
H6 8.11 7.24 -2.93  0.37
H7 10.20 -2.02 -3.98  0.34
H8 0.83 -3.94 7.63  0.31
H9 -4.73 9.85 -3.87  0.36
H10 -7.83 4.63 5.71  0.28
H11 7.65 -5.07 4.15  0.34
H12 -0.03 7.17 6.51  0.36
H13 -7.08 0.57 -4.09  0.27
H14 -5.09 3.04 3.66  0.33
H15 6.43 -8.65 5.88  0.36
H16 5.33 -1.93 -4.15  0.35
H17 -0.57 10.70 -3.41  0.35
H18 -2.08 -6.80 -7.81  0.37
H19 -6.11 1.91 -3.35  0.29
H20 -7.25 3.15 4.80  0.30
H21 -1.83 6.81 -2.81  0.38
H22 8.88 6.77 -0.72  0.33
H23 7.97 4.97 0.56  0.35
H24 -6.05 -8.23 -0.42  0.35
H25 -8.15 -0.11 -0.37  0.27
H26 -4.10 4.42 3.64  0.28
H27 -2.42 -2.63 6.49  0.32
H28 -2.66 -9.99 1.53  0.36
H29 -0.90 -4.39 7.68  0.35
H30 -2.10 -3.79 5.06  0.28
H31 3.96 -6.44 2.95  0.39
H32 -2.92 11.48 -3.67  0.35
H33 -1.80 -4.71 -6.51  0.37
H34 5.38 3.97 -2.52  0.36
H35 2.18 3.60 6.84  0.34
H36 8.06 -6.96 5.57  0.34
H37 -4.67 -6.22 -0.76  0.34
H38 -2.51 -2.57 -7.54  0.38
H39 -9.43 0.15 -1.61  0.31
H40 6.38 5.80 -3.94  0.35
H41 -5.97 0.16 -2.83  0.34
H42 0.72 7.43 4.33  0.34
H43 -0.56 -2.83 8.19  0.31
H44 9.04 -2.11 -6.09  0.36
H45 -1.79 -2.09 4.89  0.32
H46 -2.41 -6.09 0.25  0.40
H47 -7.99 4.50 3.90  0.31
H48 -5.63 4.40 2.59  0.30
H49 -4.23 7.41 -3.39  0.36
H50 8.90 -1.80 -1.89  0.33
H51 0.88 5.22 7.97  0.36
H52 1.80 5.62 3.16  0.35
H53 6.53 -2.07 -6.14  0.35

Values from the calculation:
Net charge   +1
HOMO level   -10.63 eV
E   -2755.90960 a.u.
E_LUMO   -9.6 eV
Molecular weight   823.77 g mol⁻¹
Orbital gap   1.1 eV



No. 2
This record from OMol25 describes C44H54N5O4SeTi as an isolated structure at a distorted geometry. The level of theory is wB97M-V/def2-TZVPD.

Each line ends with the Mulliken charge.
CARTESIAN COORDINATES (ANGSTROEM)
Se1 -1.71 -2.30 0.00  0.17
Ti1 0.31 -0.14 0.12  -1.55
O1 -1.23 0.78 -0.65  -0.31
O2 -1.74 2.79 -1.52  -0.79
O3 -0.38 -0.39 2.01  1.04
O4 1.19 -1.90 0.39  1.10
N1 -3.17 1.77 -0.10  -0.15
N2 0.66 1.80 1.13  0.87
N3 0.69 -0.76 -1.99  0.77
N4 2.12 0.57 -0.37  1.86
N5 -3.64 0.58 0.46  -0.33
C1 2.22 3.39 2.00  -0.53
C2 2.44 -1.53 -3.44  -0.56
C3 2.00 -0.81 -2.31  0.67
C4 3.74 -2.47 1.08  -2.13
C5 -2.48 -4.95 6.07  -2.20
C6 0.98 -3.13 0.02  -0.31
C7 -1.98 1.80 -0.84  0.01
C8 0.78 -8.18 -0.68  -1.65
C9 -2.19 -6.18 3.93  -1.67
C10 -0.57 -4.83 -0.82  -0.43
C11 2.83 -0.03 -1.44  -0.62
C12 2.05 -4.05 -0.11  0.02
C13 -0.21 -1.31 -2.82  -0.21
C14 1.89 2.29 1.19  0.39
C15 4.11 1.88 0.08  -0.35
C16 -2.09 -3.68 3.90  -0.72
C17 -0.32 -3.57 -0.30  -0.24
C18 -0.09 3.53 2.58  -0.64
C19 3.51 -3.76 0.28  2.51
C20 -1.65 -2.40 1.90  0.35
C21 4.17 0.26 -1.66  -0.22
C22 4.03 -4.91 1.16  -1.99
C23 0.29 -7.10 -1.65  2.12
C24 0.14 -1.99 -3.96  -1.24
C25 0.45 -1.27 6.24  -2.53
C26 2.80 1.58 0.30  -0.25
C27 -0.34 0.64 4.89  -1.56
C28 1.64 -0.71 4.16  -1.54
C29 -0.32 2.42 1.81  -0.47
C30 4.35 -3.68 -1.00  -1.64
C31 -4.26 -4.84 4.35  -1.77
C32 -0.88 -1.45 2.60  0.11
C33 1.11 -7.19 -2.95  -1.67
C34 1.51 -2.12 -4.26  -0.77
C35 -1.17 -7.38 -1.99  -2.09
C36 1.21 4.02 2.69  -0.81
C37 -2.25 -3.47 2.54  -0.75
C38 -0.66 -1.68 3.99  -0.87
C39 0.48 -5.71 -1.03  -0.36
C40 -1.28 -2.78 4.58  0.11
C41 0.25 -0.77 4.81  2.78
C42 -2.74 -4.90 4.56  2.26
C43 1.75 -5.30 -0.65  -0.38
C44 4.86 1.17 -0.89  -1.64
H1 -1.30 0.62 5.42  0.33
H2 5.40 -3.47 -0.74  0.47
H3 -1.30 1.96 1.72  0.33
H4 0.64 -9.17 -1.12  0.46
H5 4.79 -2.45 1.37  0.51
H6 -4.68 -3.94 4.78  0.37
H7 -2.82 -4.17 1.94  0.45
H8 -1.11 -6.25 4.07  0.34
H9 0.89 -2.27 6.27  0.44
H10 -0.92 4.00 3.09  0.43
H11 4.00 -2.87 -1.63  0.19
H12 1.84 -2.68 -5.12  0.44
H13 0.22 -8.14 0.25  0.32
H14 -2.66 -7.06 4.39  0.46
H15 -4.51 -4.85 3.29  0.31
H16 -2.85 -4.07 6.58  0.42
H17 3.49 -1.61 -3.66  0.39
H18 -3.96 0.73 1.41  0.21
H19 3.51 -1.57 0.52  0.20
H20 -3.83 2.47 -0.40  0.24
H21 1.44 4.88 3.31  0.41
H22 1.12 -0.59 6.76  0.46
H23 2.29 -0.05 4.75  0.57
H24 -0.49 -1.29 6.80  0.45
H25 -0.50 1.05 3.91  0.04
H26 -4.37 0.16 -0.10  0.21
H27 -2.98 -5.82 6.50  0.44
H28 1.60 -0.34 3.14  -0.24
H29 3.24 3.73 2.05  0.42
H30 0.78 -6.43 -3.67  0.33
H31 3.13 -2.45 1.99  0.25
H32 2.17 -7.02 -2.76  0.28
H33 -1.11 -2.94 5.64  0.51
H34 -4.74 -5.71 4.81  0.46
H35 -0.62 -2.42 -4.59  0.45
H36 2.10 -1.70 4.14  0.29
H37 -1.26 -8.37 -2.44  0.46
H38 1.00 -8.17 -3.41  0.47
H39 4.31 -4.60 -1.57  0.28
H40 -1.80 -7.35 -1.11  0.35
H41 1.83 -8.06 -0.45  0.29
H42 -1.24 -1.18 -2.52  0.58
H43 -1.59 -5.10 -1.05  0.54
H44 4.57 2.67 0.64  0.40
H45 4.68 -0.22 -2.48  0.37
H46 4.01 -5.88 0.66  0.31
H47 0.33 1.29 5.44  0.45
H48 -1.56 -6.66 -2.71  0.35
H49 -1.41 -5.04 6.28  0.38
H50 3.44 -4.99 2.07  0.41
H51 5.07 -4.71 1.44  0.51
H52 5.90 1.40 -1.08  0.42
H53 -2.39 -6.21 2.86  0.34
H54 2.58 -5.98 -0.80  0.29

Values from the calculation:
Net charge   -1
HOMO level (spin up / spin down)   -2.49 / -2.49 eV
E   -5534.96505 a.u.
E_LUMO (spin up / spin down)   2.4 / 2.4 eV
Molecular weight   843.77 g mol⁻¹
Orbital gap (spin up / spin down)   4.8 / 4.8 eV